[1]
ORCA calculation (the ωB97M-V functional and the def2-TZVPD basis) on 11 unconnected molecules or ions with the total composition H22O11 at a distorted geometry.

For the lowest unoccupied orbital energy, the calculation gives -0.136 eV. As for the energy above the lowest of the compared OMol25 structures with the same formula, charge and spin: 121.12 kcal/mol. The structure (SMILES) is O.O.O.O.O.O.O.O.O.O.O. The calculation puts the gap between HOMO and LUMO at 0.339 hartree.

The geometry in XYZ format:
```
33
Properties=species:S:1:pos:R:3:forces:R:3
O -0.29771 1.45045 0.84483 0.51 -0.63 0.27
H 0.45525 2.04550 0.75565 -0.11 0.11 -0.01
H 0.03677 0.60102 0.53566 -0.13 0.12 -0.16
O 0.93168 -3.32384 -2.03345 -0.08 0.13 0.67
H 1.46074 -2.61945 -2.42449 0.11 -0.77 0.07
H 0.26098 -2.85716 -1.52222 -0.14 -0.25 -0.02
O 0.15934 3.33874 3.19879 0.03 0.24 -0.10
H -0.63257 3.88569 3.14660 -0.01 -0.13 0.09
H 0.80780 3.90563 3.63136 0.02 -0.09 0.02
O -4.00300 -1.10361 0.18625 -1.78 1.27 0.69
H -4.93406 -1.23087 -0.02801 -0.12 0.12 0.07
H -3.96507 -0.21008 0.54565 -0.09 0.11 0.06
O -1.65159 0.35830 -3.23501 -0.03 0.01 0.03
H -1.73995 -0.12002 -2.40291 -0.09 -0.07 0.00
H -2.55667 0.59555 -3.46638 0.13 -0.04 0.01
O 2.42792 -1.16445 1.34528 -3.18 -0.32 1.99
H 2.55030 -0.59629 2.11418 0.10 -0.04 0.26
H 1.51808 -0.99879 1.07372 0.05 -0.31 -0.01
O -2.34555 -2.33880 -0.51530 2.25 -1.47 -0.78
H -2.89515 -3.09492 -0.28033 0.09 0.17 -0.05
H -1.77389 -2.21722 0.25113 -0.20 -0.07 -0.01
O 1.37491 -1.80239 -4.08030 0.15 0.59 -0.42
H 1.10085 -1.29863 -4.85496 0.04 -0.04 0.05
H 1.12023 -1.24529 -3.33614 -0.21 0.30 -0.39
O 2.31651 0.56302 3.37418 0.09 0.01 0.14
H 1.98582 -0.21410 3.83863 -0.10 0.14 0.28
H 1.67355 0.70705 2.67072 -0.41 0.56 0.32
O 4.01371 -1.12246 -0.02342 2.96 0.35 -2.05
H 4.08490 -0.97543 0.92648 0.24 -0.18 -0.83
H 3.95289 -0.23487 -0.39419 0.16 -0.13 -0.02
O -1.83326 3.38438 -0.01864 -0.23 0.48 -0.11
H -2.22478 4.10273 -0.52824 -0.01 -0.02 0.00
H -1.37896 3.83061 0.70488 0.00 -0.16 -0.05
```
Forces are in eV/Å.

=====

[2]
ORCA calculation (the ωB97M-V functional and the def2-TZVPD basis) on 11 unconnected molecules or ions with the total composition H22O11 at a distorted geometry.

For the lowest unoccupied orbital energy, the calculation gives -0.239 eV. As for the energy above the lowest of the compared OMol25 structures with the same formula, charge and spin: 73.95 kcal/mol. The structure (SMILES) is O.O.O.O.O.O.O.O.O.O.O. The calculation puts the gap between HOMO and LUMO at 0.374 hartree.

The geometry in XYZ format:
```
33
Properties=species:S:1:pos:R:3:forces:R:3
O -0.51555 -0.76321 0.09647 -0.37 -0.20 0.26
H 0.20720 -1.24524 -0.32099 0.17 0.15 -0.12
H -0.76528 -1.31686 0.84485 0.06 -0.12 -0.13
O -1.73592 1.82795 0.78921 -0.43 -0.08 -0.03
H -2.35927 1.74943 0.05828 0.10 0.04 0.03
H -1.80405 0.98270 1.24735 0.22 0.16 -0.08
O -0.72576 4.46378 0.79355 -0.07 0.34 0.00
H -0.95131 3.52740 0.75758 0.01 -0.18 0.10
H -1.53078 4.88681 1.11289 0.15 -0.04 -0.03
O 1.37051 1.14650 -2.52513 -0.26 0.19 -0.37
H 1.74152 1.96879 -2.86452 -0.21 -0.05 -0.02
H 1.28401 1.30166 -1.57780 0.16 -0.09 0.04
O 1.48497 -0.08874 4.01689 0.05 0.03 -0.15
H 2.23811 0.39139 4.37915 -0.07 -0.07 -0.01
H 1.05358 0.55207 3.44048 0.00 0.04 0.05
O 3.06867 0.98799 -0.65600 1.42 0.92 -0.48
H 3.51629 0.91019 -1.50605 -0.19 0.09 -0.13
H 3.75706 0.79404 -0.00986 -0.21 0.29 -0.04
O -2.30940 -3.66970 -0.46828 -0.17 0.07 0.02
H -2.70980 -2.80724 -0.31076 0.11 -0.01 -0.09
H -3.01268 -4.18271 -0.88206 0.10 -0.03 0.04
O -1.55809 1.07979 -3.66772 -0.39 -0.08 0.04
H -2.25892 0.45983 -3.89898 0.07 0.07 -0.05
H -1.60265 1.13621 -2.70656 0.30 -0.02 -0.09
O 1.57319 -2.82589 -4.27461 -0.05 -0.20 0.12
H 0.64216 -3.00289 -4.09894 0.07 0.11 -0.04
H 2.03231 -3.21841 -3.52353 -0.01 0.09 -0.08
O 2.30027 -0.69472 0.65223 -0.53 -1.15 0.99
H 1.79227 -1.04442 1.39293 0.09 -0.04 0.25
H 3.20771 -0.95511 0.84650 -0.15 -0.19 -0.01
O -2.42102 -0.39400 4.32182 -0.06 -0.15 -0.17
H -2.99781 -0.95857 4.84867 0.04 0.09 0.00
H -2.01153 -0.99885 3.69296 0.03 0.03 0.17
```
Forces are in eV/Å.